[1]
The following is a DFT calculation (ωB97M-V/def2-TZVPD) of a molecular structure, C23H28BIrN8O6S2.

Element x y z (Å)
H  -0.50  1.92  -7.74
H  -1.39  0.16  -6.23
C  -2.73  -1.28  5.96
C  2.42  -4.20  1.69
O  -1.48  -1.30  2.49
H  4.13  -1.19  -4.27
C  1.04  2.57  0.44
Ir  0.08  -0.10  0.25
H  0.90  3.87  -7.93
N  0.73  4.13  -6.98
H  -1.46  1.44  -1.13
C  -1.81  -1.04  3.80
C  3.27  -0.99  -3.65
N  0.32  -3.03  -1.08
C  1.29  -5.43  -0.11
H  0.84  -4.38  -2.61
H  0.90  4.11  -4.34
N  -0.17  2.71  -0.22
C  -2.55  -1.80  4.68
C  -0.12  2.28  -3.92
H  -0.09  -6.35  -1.47
H  3.57  -2.83  2.88
C  0.01  -5.42  -0.92
C  1.00  -2.99  0.08
O  1.32  1.35  0.79
C  1.89  -1.82  1.97
N  -0.24  -0.39  -2.34
C  -2.17  -0.06  6.33
H  1.24  -2.03  2.83
N  1.99  -0.35  -1.84
H  3.71  -2.58  1.13
H  -0.99  1.65  5.70
C  -0.77  1.18  -4.46
O  1.76  3.52  0.64
O  -1.74  -1.21  -4.20
C  -0.90  1.04  -5.83
H  -0.89  -4.09  -2.38
B  -0.70  -0.22  2.06
C  -1.26  0.18  4.17
H  2.29  -0.81  2.09
O  -0.58  0.71  3.10
C  -1.42  0.70  5.43
H  1.88  -4.55  2.58
C  1.06  -0.56  -2.72
C  0.06  -4.23  -1.85
H  -0.85  -5.32  -0.25
H  4.10  -0.44  -1.73
H  -1.78  1.74  0.47
H  -3.30  -1.84  6.68
N  1.51  -4.16  0.55
H  -0.57  3.63  -0.31
N  1.13  -1.84  0.73
O  -2.47  0.50  -2.58
C  3.23  -0.60  -2.36
H  1.24  -6.20  0.66
N  -1.03  1.59  -0.21
S  1.66  -1.08  -4.27
C  3.02  -2.83  1.94
S  -1.40  -0.07  -3.39
H  0.01  2.38  -2.85
H  -2.98  -2.75  4.38
H  0.01  -2.15  -1.49
C  -0.40  2.02  -6.67
C  0.26  3.14  -6.14
H  1.45  4.73  -6.60
H  -2.33  0.31  7.33
C  0.39  3.26  -4.76
H  3.19  -4.93  1.47
H  2.14  -5.67  -0.76

## Properties
Total charge ... 0
Lowest unoccupied orbital energy ... -0.23 eV
Energy above the lowest of the compared OMol25 structures with the same formula, charge and spin ... 21.37 kcal/mol
HOMO-LUMO gap ... 7.83 eV
Electronic energy ... -73700.444 eV
Spin multiplicity ... 1

---

[2]
The following is a DFT calculation (ωB97M-V/def2-TZVPD) of 2 unconnected molecules or ions with the total composition C3H5F2N.

Element x y z (Å)
H  -1.69  1.65  2.93
F  1.23  -1.87  -1.04
H  1.11  -1.58  -2.91
H  -0.27  -0.83  -1.88
C  -1.19  0.83  2.46
N  -0.59  0.99  1.37
H  -1.17  -0.16  2.99
H  0.63  0.95  -0.33
C  0.81  -1.00  -1.98
F  1.49  0.12  -1.78
C  -0.35  0.89  0.19

## Properties
Total charge ... 0
Lowest unoccupied orbital energy ... 0.97 eV
Energy above the lowest of the compared OMol25 structures with the same formula, charge and spin ... 63.01 kcal/mol
HOMO-LUMO gap ... 8.82 eV
Electronic energy ... -10113.601 eV
Spin multiplicity ... 1

---

[3]
The following is a DFT calculation (ωB97M-V/def2-TZVPD) of 11 unconnected molecules or ions with the total composition C51H73Br3N7O15.

Element x y z (Å)
C  -1.84  -7.16  -1.00
C  1.56  6.09  6.45
C  -2.32  -2.93  -4.07
O  2.72  5.21  8.42
H  -2.53  -3.83  1.88
H  -0.71  -0.48  -5.30
H  -3.70  1.23  -1.81
H  1.93  0.60  2.17
C  -3.41  -3.22  1.83
C  4.71  -0.46  2.01
C  2.44  5.17  7.05
H  4.08  -0.89  6.16
C  0.38  -4.40  -0.78
N  -0.89  -0.61  -0.83
H  5.18  -1.62  -0.05
H  -1.10  -2.33  0.57
H  -1.23  -7.53  -2.83
C  -1.30  6.46  -1.68
H  -2.40  -1.41  -5.82
O  -4.84  -0.05  2.94
O  3.07  3.13  2.01
H  3.66  3.36  6.79
C  -4.78  -1.44  -3.52
C  3.97  2.88  -1.95
H  -3.49  -5.26  0.34
O  -4.34  -4.81  0.31
H  -0.26  -0.90  1.93
H  1.17  6.85  7.11
H  -1.50  -5.83  -2.24
H  -5.02  -3.03  -2.00
H  -3.88  0.14  -6.08
C  -0.17  0.15  1.64
H  0.40  -0.47  -2.45
O  -2.17  -6.48  -0.06
H  3.57  -2.35  -1.30
C  0.95  0.98  2.47
H  1.86  -1.95  -7.20
H  -3.53  4.07  -0.50
C  -5.80  -1.70  1.39
C  0.04  1.40  6.51
O  -0.66  6.68  1.82
H  -2.59  2.05  -0.95
O  2.43  -2.08  -4.15
C  3.03  4.10  6.34
N  -1.32  -6.82  -2.12
C  3.31  3.22  0.70
C  1.66  -4.96  -1.49
Br  1.35  1.05  7.97
H  -5.73  0.28  2.98
H  0.84  5.49  2.80
C  -2.31  5.48  -1.68
C  3.24  -2.06  3.71
H  0.14  7.21  1.71
C  -2.68  -1.74  -4.82
H  5.33  2.57  1.13
H  3.08  3.20  4.47
H  1.09  -0.23  -0.21
H  -3.62  -4.83  -1.97
Br  -0.38  3.41  6.57
H  1.74  -4.86  -2.57
H  -3.23  5.92  -3.38
H  -0.57  -4.75  -1.19
C  -4.42  -3.61  0.95
H  1.37  -2.47  -0.72
O  1.41  4.79  3.11
C  -5.60  -2.89  0.78
H  1.82  -6.01  -1.25
C  2.40  3.65  -0.23
H  1.95  5.37  8.97
C  -1.13  6.19  0.60
H  -2.48  -8.78  -0.21
H  -6.80  -1.29  1.35
H  2.19  3.70  -2.39
N  0.07  -0.89  -5.78
O  4.37  2.62  -3.21
H  -0.96  6.93  -2.58
H  5.33  0.12  1.34
H  0.90  -1.17  -5.27
C  -4.38  -2.58  -2.75
C  4.60  -0.13  3.32
H  2.91  0.23  -3.20
C  4.18  -1.66  1.62
C  -0.67  6.82  -0.57
H  -0.92  1.80  -2.59
C  4.92  2.61  -0.97
H  5.05  0.75  3.76
O  -3.05  5.23  -2.74
Br  -1.63  0.34  6.93
C  -2.68  1.09  -1.45
C  3.54  -2.52  2.43
H  3.71  -0.39  -1.84
C  -0.66  -0.28  -2.27
H  -1.09  -1.11  -2.85
O  -0.85  -0.60  -7.79
O  4.43  -1.99  0.41
C  -3.87  -0.97  -4.51
H  0.27  -2.78  -2.08
H  3.53  -3.62  -2.54
C  4.58  2.77  0.38
H  0.59  6.68  4.58
C  0.40  -2.89  -1.00
C  -3.23  -3.26  -3.09
C  3.80  -0.87  4.16
H  0.48  1.21  5.53
C  -2.72  4.79  -0.52
O  -2.83  -4.41  -2.32
C  -4.70  -1.27  2.19
H  0.32  -4.72  0.26
H  2.44  3.80  2.32
H  -2.73  0.03  0.49
C  -1.60  0.95  -2.56
C  1.20  5.98  5.14
C  3.11  -1.85  -3.12
C  0.11  -0.99  -7.10
H  2.65  -2.80  4.22
H  1.43  4.00  0.08
O  -4.10  0.19  -5.14
C  2.78  3.38  -1.54
H  -2.05  0.70  -3.52
N  1.06  -1.62  -7.71
H  3.26  -3.51  2.11
C  -0.85  -2.16  -0.48
H  -1.40  -3.42  -4.36
H  -1.71  -2.48  -1.08
C  1.87  5.00  4.42
C  0.10  0.12  0.06
C  -3.46  -1.97  2.40
H  -3.06  -0.88  -0.96
C  2.69  4.05  5.01
H  2.48  -4.50  -0.94
H  5.85  2.28  -1.42
N  -2.20  -8.41  -1.11
N  3.16  -0.58  -2.66
H  0.16  1.16  -0.26
N  3.69  -2.67  -2.25
C  -2.01  5.17  0.60
C  -2.38  -0.14  -0.53
H  0.96  -1.61  -8.71
H  -2.28  4.64  1.50
O  3.67  -0.42  5.43
H  -1.79  -9.00  -1.82
H  -1.16  0.53  1.90
H  3.88  3.16  -3.84
H  -5.76  -0.98  -3.45
H  0.94  2.07  2.49
H  -2.75  -1.56  3.10
H  0.02  7.64  -0.49
H  -6.41  -3.34  0.22
H  1.10  0.62  3.49

## Properties
Total charge ... +1
Lowest unoccupied orbital energy ... -1.83 eV
HOMO-LUMO gap ... 8.06 eV
Electronic energy ... -305333.055 eV
Spin multiplicity ... 1

---

[4]
The following is a DFT calculation (ωB97M-V/def2-TZVPD) of a molecular structure, C35H67BCl2FNO3Si2.

Element x y z (Å)
H  -7.14  6.68  -0.22
H  4.66  -6.76  -3.83
H  5.55  -8.47  -2.59
H  -8.28  4.02  -1.24
C  -0.18  2.21  4.72
C  -1.65  2.90  -3.48
C  4.42  -5.93  -3.15
H  5.27  -6.98  -0.61
H  2.71  -3.15  7.82
H  1.25  -4.32  7.85
H  -4.51  4.21  -5.28
C  -8.20  5.11  -1.22
H  -5.02  5.56  0.11
H  0.64  -2.53  1.91
C  2.14  -1.89  5.27
N  1.07  -1.47  -1.84
H  0.15  4.08  6.01
Cl  -1.97  2.30  5.18
C  0.81  -2.68  3.04
C  1.35  -2.97  6.06
C  -5.53  3.58  -0.59
C  1.84  -1.76  3.73
Si  2.08  1.14  3.21
Si  1.36  2.06  0.56
C  4.40  -7.46  -1.06
C  -5.86  2.88  0.73
H  -0.32  1.94  -5.09
H  1.22  5.11  0.67
C  0.76  3.29  5.42
H  -5.24  2.77  2.79
H  1.99  3.82  -2.92
C  4.86  -8.72  -1.79
H  -2.03  3.62  0.35
H  0.69  -0.89  -3.86
H  0.55  -3.59  -1.60
H  1.64  1.48  -3.66
H  -0.74  -4.36  3.31
H  -4.64  3.31  -3.68
C  1.40  -2.86  -1.36
C  1.58  -3.25  7.65
C  0.80  1.96  -3.05
H  0.54  -0.40  0.92
H  0.53  4.96  2.38
H  5.41  -9.34  -1.08
H  6.19  -4.82  -3.70
H  1.58  -2.91  -0.22
H  1.54  3.76  4.73
H  -2.04  4.36  -5.25
C  1.35  3.20  -2.19
H  0.95  -2.52  8.26
H  3.38  -5.58  -1.30
H  3.20  2.21  -1.29
H  -7.97  5.46  -2.24
C  -2.51  4.02  -4.27
C  0.28  -3.88  5.37
H  3.77  -5.26  -3.72
H  -1.56  3.28  -2.40
H  2.73  3.82  -0.57
O  3.01  -0.38  -0.90
F  3.15  1.62  4.50
C  0.27  1.24  3.77
H  1.77  -2.37  -3.72
H  -9.17  5.51  -0.94
H  6.41  -5.83  -2.27
H  -7.41  5.26  0.77
H  -0.31  -4.69  5.92
C  0.02  -3.72  3.86
H  2.92  -1.24  5.80
C  3.71  -9.55  -2.35
C  3.65  -6.44  -1.93
H  -2.27  1.93  -3.42
C  -4.98  3.33  1.89
C  -0.21  2.61  -4.17
C  -3.99  3.43  -4.63
H  -3.93  3.14  1.67
O  -1.52  2.92  0.82
O  2.50  2.12  1.87
Cl  -1.09  0.15  3.13
H  2.70  -6.87  -2.27
H  2.44  -0.61  -3.38
H  5.48  -4.33  -2.15
H  -6.13  3.14  -1.39
H  -3.93  2.44  -5.18
C  2.62  -0.69  2.83
H  1.35  2.72  6.24
H  0.20  3.62  -4.52
C  1.57  -1.33  -3.24
C  -5.73  5.10  -0.59
H  2.61  -0.93  1.72
H  -5.11  4.39  2.11
C  1.76  -0.49  -0.92
H  3.73  -0.77  3.16
C  5.70  -5.19  -2.79
H  2.37  -3.27  -1.84
H  -0.26  0.47  -0.48
H  -6.92  3.03  0.98
H  3.02  -9.85  -1.56
H  3.14  -8.99  -3.11
H  -2.69  4.95  -3.63
H  4.09  -10.46  -2.82
C  -7.14  5.58  -0.24
H  0.45  3.86  -1.94
H  3.74  -7.74  -0.23
B  -0.12  3.32  0.91
H  -5.46  5.49  -1.58
H  -4.49  3.37  -0.85
H  -5.73  1.80  0.58
C  0.75  0.32  0.06
H  0.16  1.22  -2.47
C  2.30  2.82  -0.96
H  -0.52  5.62  0.92
C  0.27  4.86  1.27

## Properties
Total charge ... 0
Lowest unoccupied orbital energy ... 0.01 eV
HOMO-LUMO gap ... 8.37 eV
Electronic energy ... -89207.197 eV
Spin multiplicity ... 1

---

Look up the HOMO-LUMO gap of the second one.
8.82 eV

---

Please write out number 2 again, unchanged.
The following is a DFT calculation (ωB97M-V/def2-TZVPD) of 2 unconnected molecules or ions with the total composition C3H5F2N.

Element x y z (Å)
H  -1.69  1.65  2.93
F  1.23  -1.87  -1.04
H  1.11  -1.58  -2.91
H  -0.27  -0.83  -1.88
C  -1.19  0.83  2.46
N  -0.59  0.99  1.37
H  -1.17  -0.16  2.99
H  0.63  0.95  -0.33
C  0.81  -1.00  -1.98
F  1.49  0.12  -1.78
C  -0.35  0.89  0.19

## Properties
Total charge ... 0
Lowest unoccupied orbital energy ... 0.97 eV
Energy above the lowest of the compared OMol25 structures with the same formula, charge and spin ... 63.01 kcal/mol
HOMO-LUMO gap ... 8.82 eV
Electronic energy ... -10113.601 eV
Spin multiplicity ... 1

---

spin multiplicity of number 3 (C51H73Br3N7O15)?
1

---

spin multiplicity of number 1 (C23H28BIrN8O6S2)?
1